{
  "formula": "C48H61N7O2Si2V",
  "method": "the ωB97M-V functional and the def2-TZVPD basis",
  "symbols": ["V", "N", "N", "C", "O", "O", "H", "H", "H", "N", "C", "C", "C", "C", "C", "C", "C", "C", "C", "C", "C", "C", "N", "C", "C", "C", "C", "N", "H", "H", "H", "H", "H", "H", "H", "H", "H", "H", "C", "Si", "C", "C", "C", "C", "C", "C", "C", "C", "H", "H", "H", "H", "H", "H", "H", "H", "H", "H", "H", "H", "H", "H", "H", "H", "H", "H", "H", "H", "H", "C", "C", "C", "C", "C", "C", "Si", "C", "C", "C", "C", "C", "C", "C", "C", "C", "C", "C", "C", "H", "H", "H", "H", "H", "H", "H", "H", "H", "H", "H", "H", "H", "H", "H", "C", "C", "C", "C", "N", "N", "H", "H", "H", "H", "H", "H", "H", "H", "H", "H", "H", "H"],
  "coordinates": [[-0.366, 0.276, 0.542], [-0.763, 0.481, 2.867], [0.467, 0.584, 3.531], [1.608, 0.623, 2.703], [2.689, 0.918, 3.202], [1.390, 0.298, 1.487], [-1.245, 1.372, 2.778], [-1.368, -0.223, 3.279], [0.514, 1.189, 4.340], [-7.007, 8.322, 0.169], [-6.278, 7.431, 0.262], [-5.374, 6.328, 0.381], [-5.630, 5.305, 1.297], [-4.760, 4.241, 1.409], [-3.597, 4.151, 0.622], [-3.357, 5.200, -0.288], [-4.224, 6.263, -0.414], [-2.663, 3.034, 0.728], [-3.185, 1.701, 0.704], [-4.529, 1.302, 0.682], [-4.548, -0.098, 0.766], [-3.228, -0.497, 0.813], [-2.385, 0.570, 0.742], [-1.274, 3.344, 0.865], [-0.712, 4.619, 1.073], [0.672, 4.442, 1.142], [0.894, 3.080, 0.999], [-0.267, 2.401, 0.843], [-6.509, 5.357, 1.928], [-4.955, 3.468, 2.140], [-2.477, 5.146, -0.914], [-4.024, 7.043, -1.137], [-5.387, 1.948, 0.599], [-5.408, -0.749, 0.782], [-2.828, -1.495, 0.869], [-1.253, 5.544, 1.179], [1.426, 5.198, 1.298], [1.834, 2.554, 1.023], [-0.870, 2.779, -2.218], [-0.431, 0.923, -2.066], [-1.873, 0.058, -3.108], [-2.209, -1.336, -2.575], [-1.555, -0.086, -4.596], [-3.156, 0.892, -2.993], [1.306, 0.926, -3.005], [1.997, -0.433, -3.031], [2.174, 1.871, -2.151], [1.331, 1.488, -4.432], [-0.844, 3.107, -3.264], [-0.189, 3.401, -1.638], [-1.872, 2.969, -1.841], [-1.366, -2.024, -2.621], [-3.021, -1.771, -3.174], [-2.550, -1.295, -1.542], [-0.680, -0.716, -4.770], [-1.375, 0.878, -5.075], [-2.403, -0.557, -5.113], [-3.436, 1.072, -1.954], [-3.984, 0.345, -3.463], [-3.067, 1.858, -3.492], [1.982, -0.927, -2.060], [3.050, -0.314, -3.325], [1.536, -1.101, -3.765], [2.082, 1.669, -1.080], [1.896, 2.915, -2.294], [3.231, 1.765, -2.432], [0.891, 0.805, -5.155], [2.374, 1.653, -4.738], [0.818, 2.447, -4.510], [3.915, -3.638, 3.097], [3.714, -4.109, 1.810], [2.566, -3.769, 1.108], [1.572, -2.956, 1.660], [1.811, -2.484, 2.954], [2.956, -2.814, 3.667], [-0.031, -2.483, 0.704], [0.064, -3.816, -0.688], [0.280, -3.504, -2.025], [0.412, -4.480, -3.008], [0.329, -5.819, -2.667], [0.117, -6.166, -1.337], [-0.010, -5.181, -0.372], [-1.383, -3.377, 1.769], [-1.313, -3.623, 3.141], [-2.345, -4.250, 3.833], [-3.488, -4.661, 3.168], [-3.585, -4.438, 1.799], [-2.552, -3.809, 1.124], [4.820, -3.886, 3.639], [4.466, -4.729, 1.334], [2.451, -4.143, 0.098], [1.098, -1.820, 3.424], [3.104, -2.402, 4.658], [0.347, -2.465, -2.309], [0.577, -4.184, -4.038], [0.426, -6.587, -3.426], [0.054, -7.212, -1.053], [-0.164, -5.476, 0.660], [-0.426, -3.338, 3.695], [-2.244, -4.421, 4.900], [-4.292, -5.150, 3.706], [-4.469, -4.751, 1.255], [-2.655, -3.647, 0.056], [6.417, 0.068, 0.131], [5.252, 0.316, 1.085], [5.722, 0.196, 2.533], [4.668, 1.716, 0.863], [4.257, -0.757, 0.912], [3.597, -0.799, -0.337], [7.225, 0.775, 0.327], [6.110, 0.191, -0.910], [6.798, -0.947, 0.260], [6.500, 0.932, 2.746], [6.116, -0.805, 2.716], [4.883, 0.368, 3.208], [5.417, 2.484, 1.071], [3.819, 1.867, 1.530], [4.339, 1.862, -0.169], [3.523, -0.618, 1.604], [4.148, -1.324, -1.005], [3.402, 0.127, -0.712]],
  "atomic_forces_ev_per_a": [[-0.1, 0.4, 0.3], [0.0, -0.1, 0.0], [0.0, -0.1, 0.1], [-0.4, 0.1, 0.1], [-0.1, 0.0, 0.2], [0.1, -0.1, -0.3], [0.1, -0.1, 0.0], [0.1, 0.1, 0.0], [0.0, 0.0, -0.1], [0.1, -0.1, 0.0], [-0.1, 0.1, 0.0], [-0.1, 0.1, 0.0], [0.0, -0.1, 0.0], [0.0, 0.0, 0.0], [0.0, 0.0, 0.0], [0.0, 0.0, 0.0], [0.0, -0.1, 0.0], [-0.1, 0.1, 0.0], [0.2, 0.1, 0.0], [-0.1, 0.0, 0.0], [0.0, -0.1, 0.0], [0.1, -0.1, -0.1], [-0.2, -0.1, -0.1], [-0.1, -0.1, 0.0], [0.0, 0.0, 0.0], [0.0, 0.1, 0.0], [0.1, -0.1, 0.0], [0.0, 0.1, -0.2], [0.0, 0.0, 0.0], [0.0, 0.0, 0.0], [0.0, 0.0, 0.0], [0.0, 0.0, 0.0], [0.0, 0.0, 0.0], [0.0, 0.0, 0.0], [-0.1, 0.1, 0.0], [0.0, 0.0, 0.0], [0.0, 0.0, 0.0], [0.0, 0.1, 0.0], [0.0, -0.1, -0.1], [0.0, -0.1, 0.1], [0.0, 0.0, -0.1], [0.0, 0.0, -0.1], [0.0, 0.0, 0.0], [0.0, 0.0, 0.0], [0.0, 0.1, 0.1], [-0.2, -0.2, -0.1], [0.0, 0.0, 0.1], [0.0, 0.0, 0.0], [0.0, 0.0, 0.0], [0.1, 0.0, 0.0], [-0.1, 0.0, 0.0], [-0.3, 0.2, -0.1], [0.0, 0.0, 0.0], [0.0, 0.0, 0.1], [0.0, 0.0, 0.0], [0.0, 0.1, 0.0], [0.0, 0.0, 0.0], [0.0, 0.0, 0.1], [0.0, 0.0, 0.0], [0.0, 0.0, 0.0], [0.0, 0.0, 0.0], [0.0, 0.0, 0.0], [0.0, 0.0, 0.0], [0.0, 0.0, 0.0], [0.0, 0.1, 0.0], [0.0, 0.0, 0.0], [0.0, 0.0, 0.0], [0.0, 0.0, 0.0], [0.0, 0.0, 0.0], [0.0, 0.0, 0.1], [0.0, 0.0, 0.0], [0.0, 0.0, 0.0], [0.0, -0.1, 0.0], [0.0, 0.0, 0.0], [0.0, 0.0, 0.0], [0.0, 0.1, 0.1], [0.0, -0.1, 0.0], [0.2, 0.0, 0.0], [0.0, 0.0, 0.0], [0.0, 0.0, 0.0], [0.0, 0.0, 0.0], [0.0, 0.0, 0.0], [0.0, -0.1, 0.0], [0.0, 0.0, 0.1], [0.0, 0.0, 0.0], [0.0, 0.0, 0.0], [0.0, 0.0, 0.0], [0.0, 0.0, 0.0], [0.0, 0.0, 0.0], [0.0, 0.0, 0.0], [0.0, 0.0, 0.0], [0.0, 0.1, 0.0], [0.0, 0.0, 0.0], [0.2, 0.0, 0.0], [0.0, 0.0, 0.0], [0.0, 0.0, 0.0], [0.0, 0.0, 0.0], [0.0, 0.0, 0.0], [0.0, 0.0, 0.0], [0.0, 0.0, 0.0], [0.0, 0.0, 0.0], [0.0, 0.0, 0.0], [0.0, 0.0, 0.0], [0.0, 0.0, 0.0], [0.0, 0.0, 0.0], [0.0, 0.0, 0.0], [0.0, 0.0, -0.1], [0.0, 0.0, 0.0], [0.0, 0.0, -0.1], [0.0, 0.0, 0.0], [0.0, 0.0, 0.0], [0.0, 0.0, 0.0], [0.0, 0.0, 0.0], [0.0, 0.0, 0.0], [0.0, 0.0, 0.0], [0.0, 0.0, 0.0], [0.1, 0.0, 0.0], [0.0, 0.0, 0.0], [0.1, -0.1, -0.1], [0.0, 0.1, 0.1], [0.0, -0.1, 0.0]],
  "charge": -2,
  "e_lumo_ev": [4.23, 4.12],
  "orbital_gap_ev": [5.0, 6.3],
  "fmax_ev_per_a": 0.50,
  "s_squared": 3.8149,
  "multiplicity": 4,
  "mol_weight_g_mol": 875.18,
  "total_energy_ev": -106738.0518,
  "relative_energy_kcal_mol": 41.2,
  "e_homo_ha": [-0.0295, -0.0797]
}